Entry from the OMol25 dataset: C14H39InO18P4 as an isolated structure at a distorted geometry (ωB97M-V with the def2-TZVPD basis set).

Structure (XYZ):
```
76
C14H39InO18P4 ωB97M-V with the def2-TZVPD basis set
In 0.04265 0.84893 0.40273
P -3.49193 0.42455 -2.10710
P 3.31395 -1.62942 1.53660
P 3.92532 2.35790 -0.54240
P -1.97262 -2.88318 1.06547
O -3.49676 -2.74797 1.48024
O -1.33891 -3.54628 2.35982
O -1.38159 -1.59916 0.65763
O 2.15461 -0.70045 1.45766
O 4.57329 3.03022 0.72358
O 5.09644 1.42063 -0.98456
O 2.61616 1.75397 -0.20195
O 3.97094 3.50118 -1.66111
O -2.28134 0.48862 -1.26430
O -0.07644 3.56843 0.98977
O -3.08098 0.35092 -3.61836
O -0.76132 3.07847 -1.02275
O -1.97963 -4.05410 0.01543
O -4.49398 1.63558 -1.95305
O 3.25341 -2.60104 2.77112
O 4.66663 -0.85823 1.67628
O 3.64018 -2.51184 0.28162
O -4.37542 -0.86188 -1.92658
C -4.17673 -3.93955 1.88996
C 4.82317 0.16917 2.69755
C 3.85030 3.99777 1.48288
C -4.06736 2.99039 -1.89378
C -5.26640 -1.04642 -0.81125
C -1.38625 -3.85433 -1.27786
C 2.74270 4.11973 -2.08146
C 2.11214 -3.10718 3.44126
C -0.65865 3.87631 -0.07353
C 2.67106 -3.24093 -0.47913
C -1.45568 -2.92321 3.63674
C -1.33578 5.26492 -0.13127
C -4.06376 0.21213 -4.67829
C 4.86703 0.36870 -1.94590
H -5.25341 -3.76282 1.91856
H 4.30620 1.05805 2.35679
H 1.93506 3.76335 -1.44025
H -3.86928 -4.37525 2.83582
H 2.10023 -4.18996 3.30876
H 3.33019 4.68636 0.81705
H 3.15027 3.54629 2.18895
H -0.70728 5.98925 0.38729
H 3.78466 0.26996 -2.02660
H -4.87107 3.58200 -2.32904
H 5.28769 -0.56542 -1.57728
H -6.02138 -1.73452 -1.17329
H -1.28851 -4.81135 -1.78479
H 1.21918 -2.79917 2.88703
H -3.17743 3.18053 -2.49516
H 5.87235 0.28843 2.94834
H -2.25309 5.23915 0.45299
H -5.06008 0.27804 -4.24511
H -4.62528 -1.32350 0.02265
H -3.92064 1.02090 -5.38903
H -0.37032 -3.50690 -1.08874
H -4.19882 -4.69946 1.10511
H 1.66003 -2.89381 -0.25666
H -1.95196 -3.18623 -1.92381
H -1.47024 -1.82760 3.61720
H -0.66058 -3.24555 4.29818
H -2.45596 -3.10599 4.03424
H 4.41287 -0.30375 3.59344
H 2.81520 -4.29910 -0.27803
H -1.40952 5.60923 -1.15719
H -5.73142 -0.10820 -0.50037
H 5.37320 0.56706 -2.88722
H -3.90510 3.35193 -0.87880
H 1.98545 -2.85716 4.49057
H 2.54100 3.83293 -3.11262
H -3.91769 -0.74936 -5.16101
H 2.86688 -3.01727 -1.52608
H 2.74456 5.20810 -2.05374
H 4.55560 4.53745 2.11017
```

The calculation puts the HOMO energy at -15.6 eV. As for the net charge: +2. The value obtained for the LUMO energy is -0.4031 Eh. Its HOMO-LUMO gap is 4.6 eV. The multiplicity is 1. For the energy relative to the best compared isomer or geometry (same formula, charge and spin), the calculation gives 0.0 kJ/mol.



Entry from the OMol25 dataset: one molecule with the formula C3H4O at a distorted geometry (ωB97M-V with the def2-TZVPD basis set).

Structure (XYZ):
```
8
C3H4O ωB97M-V with the def2-TZVPD basis set
O -1.41632 0.95466 -0.15783
C -0.81536 -0.31648 -0.02439
C 1.79212 -0.22182 0.03497
C 0.59950 -0.29298 0.23225
H -1.46119 -0.89610 0.63648
H -0.65105 -0.94174 -0.92343
H -0.73699 1.62926 -0.29669
H 2.68929 0.08519 0.49864
```

The calculation puts the HOMO energy at -10.0 eV. The value obtained for the LUMO energy is 0.0292 Eh. Its HOMO-LUMO gap is 10.8 eV. The multiplicity is 1. For the energy relative to the best compared isomer or geometry (same formula, charge and spin), the calculation gives 181.1 kJ/mol. As for the SMILES: C#CCO.



Entry from the OMol25 dataset: an isolated ion of composition C7H14N3 and charge +1 at a distorted geometry (ωB97M-V with the def2-TZVPD basis set).

Structure (XYZ):
```
24
C7H14N3 ωB97M-V with the def2-TZVPD basis set
N -0.16443 0.08619 0.25564
N -0.51583 -0.60824 -0.93687
N -1.22187 0.53560 0.93297
C 2.16497 0.87336 -0.76342
C 0.82133 1.38088 -0.30743
C -1.28339 -1.90827 -0.76408
C 2.70656 -0.11716 -0.07836
C -2.29991 1.18748 0.25514
C 1.99669 -0.77643 1.07333
C 0.67393 -0.65235 1.24017
H 3.62798 -0.45461 -0.38754
H 0.41018 -0.66717 -1.35565
H -1.89094 -1.67969 -1.59338
H -2.18158 1.02343 -0.83801
H 0.36174 1.95808 -1.11614
H 2.46332 1.44147 -1.63607
H -0.72776 -2.75150 -1.12026
H 0.07916 -1.16583 2.01144
H -2.28083 2.18152 0.44306
H -3.20336 0.66718 0.41124
H 2.52454 -1.54241 1.67837
H -1.18766 0.95031 1.87455
H 0.77532 2.02060 0.48917
H -1.64815 -1.98246 0.23216
```

The calculation puts the HOMO energy at -13.3 eV. As for the net charge: +1. The value obtained for the LUMO energy is -0.1490 Eh. Its HOMO-LUMO gap is 9.3 eV. The multiplicity is 1. For the energy relative to the best compared isomer or geometry (same formula, charge and spin), the calculation gives 598.3 kJ/mol. As for the SMILES: CN[N+]1(NC)C=CC=CC1.



Entry from the OMol25 dataset: a 2-piece molecular cluster, ClH3N2S overall at a distorted geometry (ωB97M-V with the def2-TZVPD basis set).

Structure (XYZ):
```
7
ClH3N2S ωB97M-V with the def2-TZVPD basis set
Cl 0.39523 1.75173 1.68849
S 1.57665 0.12619 1.59775
N -0.76557 -0.13309 -0.65899
N 0.45975 -0.39174 -1.03021
H -1.22558 0.85808 -0.67243
H 0.68698 -1.42088 -0.93186
H -1.12746 -0.79029 0.00725
```

The calculation puts the HOMO energy (alpha / beta) at -7.9 / -7.9 eV. The value obtained for the LUMO energy (alpha / beta) is -0.0619 / -0.0619 Eh. Its HOMO-LUMO gap (alpha / beta) is 6.2 / 6.2 eV. The multiplicity is 1. For the energy relative to the best compared isomer or geometry (same formula, charge and spin), the calculation gives 204.3 kJ/mol.



What did the fourth record say?
Entry from the OMol25 dataset: a 2-piece molecular cluster, ClH3N2S overall at a distorted geometry (ωB97M-V with the def2-TZVPD basis set).

Structure (XYZ):
```
7
ClH3N2S ωB97M-V with the def2-TZVPD basis set
Cl 0.39523 1.75173 1.68849
S 1.57665 0.12619 1.59775
N -0.76557 -0.13309 -0.65899
N 0.45975 -0.39174 -1.03021
H -1.22558 0.85808 -0.67243
H 0.68698 -1.42088 -0.93186
H -1.12746 -0.79029 0.00725
```

The calculation puts the HOMO energy (alpha / beta) at -7.9 / -7.9 eV. The value obtained for the LUMO energy (alpha / beta) is -0.0619 / -0.0619 Eh. Its HOMO-LUMO gap (alpha / beta) is 6.2 / 6.2 eV. The multiplicity is 1. For the energy relative to the best compared isomer or geometry (same formula, charge and spin), the calculation gives 204.3 kJ/mol.